#i
{
  "formula": "C4H10N4O",
  "method": "ωB97M-V with the def2-TZVPD basis set",
  "smiles": "[H]/N=C\\NC(=O)N(N)CC",
  "homo_lumo_gap_ev": 9.73,
  "lumo_ev": 0.35,
  "spin_multiplicity": 1,
  "symbols": ["C", "C", "C", "C", "H", "H", "H", "H", "H", "H", "H", "H", "H", "H", "N", "N", "N", "N", "O"],
  "positions_angstrom": [[-2.49, -0.60, -0.53], [-1.69, 0.50, 0.17], [0.68, 1.24, -0.02], [2.70, -0.32, -0.28], [-2.86, -1.44, 0.33], [-2.01, -0.91, -1.37], [-3.43, -0.02, -0.92], [-2.00, 1.39, -0.45], [-2.38, 0.42, 1.19], [1.16, -1.26, 0.48], [0.53, -0.48, 1.91], [2.49, 1.84, -0.31], [3.71, -0.61, 0.06], [1.06, -1.10, -1.11], [-0.18, 0.32, 0.44], [0.31, -0.95, 1.02], [2.09, 0.96, 0.27], [1.98, -1.32, -0.63], [0.33, 2.35, -0.21]]
}

#ii
{
  "formula": "C4H10N4O",
  "method": "ωB97M-V with the def2-TZVPD basis set",
  "smiles": "CNN(N)C[C@H](O)C#N",
  "homo_lumo_gap_ev": 8.87,
  "lumo_ev": 0.57,
  "spin_multiplicity": 1,
  "symbols": ["C", "C", "C", "C", "N", "N", "N", "N", "O", "H", "H", "H", "H", "H", "H", "H", "H", "H", "H"],
  "positions_angstrom": [[2.47, -0.12, -0.95], [-1.88, 0.32, -1.59], [0.70, -0.72, 0.96], [2.40, -0.42, 0.42], [2.74, 0.04, -2.07], [-0.96, 1.06, 1.05], [-1.17, -0.54, -0.58], [-0.21, 0.22, 0.22], [3.03, 0.61, 1.20], [-2.26, 1.15, -1.08], [-1.11, 0.73, -2.26], [-2.75, -0.30, -2.09], [0.50, -0.58, 2.09], [0.74, -1.75, 0.54], [3.01, -1.33, 0.61], [-1.50, 0.55, 1.79], [-0.25, 1.59, 1.55], [-0.63, -1.28, -1.02], [2.31, 1.30, 1.38]]
}

#iii
{
  "formula": "C4H10N4O",
  "method": "ωB97M-V with the def2-TZVPD basis set",
  "smiles": "[H]/N=C\\N(O)/C(=N/[H])N(C)C",
  "homo_lumo_gap_ev": 9.35,
  "lumo_ev": 0.55,
  "spin_multiplicity": 1,
  "symbols": ["C", "C", "C", "C", "H", "H", "H", "H", "H", "H", "H", "H", "H", "H", "N", "N", "N", "N", "O"],
  "positions_angstrom": [[-1.55, 0.05, 1.21], [-1.73, 0.00, -1.21], [0.42, -0.26, -0.09], [2.74, 0.37, -0.12], [-1.70, -1.06, 1.34], [-0.88, 0.39, 2.04], [-2.54, 0.59, 1.27], [-1.24, 0.40, -2.13], [-2.80, 0.33, -0.96], [-1.65, -1.20, -1.27], [-0.35, -1.86, -0.08], [0.03, 2.02, 0.17], [3.45, 1.22, -0.16], [2.46, -1.53, 0.16], [-0.93, 0.30, -0.08], [0.60, -1.56, 0.03], [1.39, 0.65, -0.20], [3.23, -0.81, 0.04], [1.07, 1.95, 0.04]]
}

Relative energies, unit kJ/mol: #i 126.0; #ii 93.5; #iii 0.0

#i
{
  "formula": "C4H10N4O",
  "method": "ωB97M-V with the def2-TZVPD basis set",
  "smiles": "C/C(O)=C(\\N)N=C(N)N",
  "homo_lumo_gap_ev": 7.01,
  "lumo_ev": 0.64,
  "spin_multiplicity": 1,
  "symbols": ["C", "C", "C", "C", "N", "N", "N", "O", "N", "H", "H", "H", "H", "H", "H", "H", "H", "H", "H"],
  "positions_angstrom": [[0.04, -1.91, -1.67], [0.31, -0.76, 0.58], [-0.11, 1.41, 0.72], [-0.44, -1.07, -0.53], [1.50, -1.39, 0.89], [-0.78, 2.45, 1.28], [0.60, 1.80, -0.38], [-1.80, -0.75, -0.59], [-0.15, 0.26, 1.36], [-1.96, -0.13, 0.15], [1.75, -1.20, 1.85], [1.49, -2.38, 0.67], [-1.17, 3.13, 0.64], [-1.35, 2.17, 2.07], [0.14, 2.47, -0.98], [1.47, 2.26, -0.13], [1.12, -1.86, -1.77], [-0.26, -2.96, -1.54], [-0.39, -1.54, -2.60]]
}

#ii
{
  "formula": "C4H10N4O",
  "method": "ωB97M-V with the def2-TZVPD basis set",
  "smiles": "NC(N)N=C=O.C=CN",
  "homo_lumo_gap_ev": 9.20,
  "lumo_ev": 0.74,
  "spin_multiplicity": 1,
  "symbols": ["C", "N", "C", "C", "N", "N", "N", "C", "O", "H", "H", "H", "H", "H", "H", "H", "H", "H", "H"],
  "positions_angstrom": [[-1.96, 0.51, 0.30], [-0.54, 0.32, 0.07], [0.22, -0.37, 0.75], [2.12, -0.03, -0.54], [-2.68, -0.75, 0.37], [-2.46, 1.37, -0.74], [2.60, -1.32, -0.63], [2.67, 0.97, 0.15], [0.66, -1.08, 1.57], [1.25, 0.32, -1.19], [-2.10, 1.02, 1.26], [-3.46, 1.50, -0.63], [-2.53, -1.30, -0.47], [-2.40, -1.30, 1.17], [-2.27, 0.98, -1.65], [1.91, -2.03, -0.83], [3.18, -1.60, 0.14], [3.50, 0.80, 0.82], [2.29, 1.98, 0.06]]
}

#iii
{
  "formula": "C4H10N4O",
  "method": "ωB97M-V with the def2-TZVPD basis set",
  "homo_lumo_gap_ev": 10.02,
  "lumo_ev": 0.77,
  "spin_multiplicity": 1,
  "symbols": ["C", "C", "C", "C", "H", "H", "H", "H", "H", "H", "H", "H", "H", "H", "N", "N", "N", "N", "O"],
  "positions_angstrom": [[-2.27, 0.94, -1.61], [-0.53, -0.78, -0.81], [0.66, 1.25, -0.90], [1.68, 0.03, 3.13], [-2.92, 1.04, -2.35], [-2.87, 0.66, -0.69], [-1.79, 1.79, -1.05], [-1.78, -0.88, -2.43], [0.22, 2.17, -0.52], [0.48, 1.23, -1.86], [1.68, 1.31, -0.65], [1.47, -1.18, 3.24], [0.72, 0.70, 3.68], [2.85, 0.43, 3.92], [-1.41, -0.28, -1.81], [0.19, 0.10, -0.20], [0.75, -0.27, 1.08], [1.63, 0.39, 1.55], [-0.43, -1.93, -0.57]]
}

Relative energies, unit kJ/mol: #i 0.0; #ii 20.7; #iii 448.1

#i
{
  "formula": "C3H12N3S",
  "method": "ωB97M-V with the def2-TZVPD basis set",
  "charge": 1,
  "homo_lumo_gap_ev": 8.51,
  "lumo_ev": -3.24,
  "spin_multiplicity": 1,
  "symbols": ["S", "C", "C", "H", "H", "H", "H", "H", "H", "C", "N", "N", "N", "H", "H", "H", "H", "H", "H"],
  "positions_angstrom": [[-4.19, 0.27, -0.36], [-5.43, 2.00, 1.47], [-4.26, 1.04, 1.29], [-5.38, -0.35, -0.28], [-5.39, 2.79, 0.71], [-5.40, 2.46, 2.47], [-6.39, 1.46, 1.36], [-3.30, 1.58, 1.38], [-4.27, 0.25, 2.06], [-0.36, -1.95, -3.34], [0.59, -2.53, -4.06], [-0.94, -0.83, -3.78], [-0.74, -2.48, -2.18], [1.04, -3.39, -3.72], [0.88, -2.12, -4.95], [-0.65, -0.42, -4.67], [-1.68, -0.38, -3.23], [-1.47, -2.03, -1.62], [-0.30, -3.34, -1.84]]
}

#ii
{
  "formula": "C3H12N3S",
  "method": "ωB97M-V with the def2-TZVPD basis set",
  "charge": 1,
  "homo_lumo_gap_ev": [9.00, 9.00],
  "lumo_ev": [-3.10, -3.10],
  "spin_multiplicity": 1,
  "symbols": ["C", "C", "C", "N", "N", "N", "S", "H", "H", "H", "H", "H", "H", "H", "H", "H", "H", "H", "H"],
  "positions_angstrom": [[3.58, -1.13, -0.08], [-1.30, -1.35, -0.67], [-1.90, -0.32, 0.21], [-2.26, 2.48, -0.77], [-1.42, 1.73, -0.15], [-0.75, -1.06, 0.60], [2.02, -0.09, -0.26], [3.45, -1.64, 0.87], [4.60, -0.58, -0.10], [3.49, -1.92, -0.88], [-1.80, -2.24, -0.98], [-0.76, -0.91, -1.53], [-2.80, -0.43, 0.74], [-2.12, 2.19, -1.85], [-3.23, 2.65, -0.51], [-1.21, 2.04, 0.80], [2.26, 0.92, 0.52], [0.38, -0.88, 0.62], [-1.16, -1.61, 1.47]]
}

#iii
{
  "formula": "C3H12N3S",
  "method": "ωB97M-V with the def2-TZVPD basis set",
  "charge": 1,
  "homo_lumo_gap_ev": [8.25, 8.25],
  "lumo_ev": [-5.19, -5.19],
  "spin_multiplicity": 1,
  "symbols": ["C", "C", "C", "N", "N", "N", "S", "H", "H", "H", "H", "H", "H", "H", "H", "H", "H", "H", "H"],
  "positions_angstrom": [[-0.60, -2.30, -0.34], [2.30, 1.04, 0.34], [-0.66, -0.72, -0.69], [-1.83, -0.03, -0.13], [0.42, -0.17, 0.15], [1.04, 0.86, -0.22], [-0.32, 2.58, -0.20], [0.26, -2.46, 0.26], [-0.59, -2.90, -1.18], [-1.49, -2.43, 0.23], [2.45, 0.36, 1.13], [3.17, 0.77, -0.44], [2.65, 2.03, 0.76], [-0.43, -0.47, -1.77], [-1.19, 1.47, -0.04], [-2.65, -0.02, -0.59], [0.43, -0.53, 1.21], [-2.03, -0.46, 0.81], [-0.93, 3.35, 0.70]]
}

Relative energies, unit kJ/mol: #i 0.0; #ii 691.6; #iii 507.2

#i
{
  "formula": "C2H6IO2P",
  "method": "ωB97M-V with the def2-TZVPD basis set",
  "homo_lumo_gap_ev": 8.10,
  "lumo_ev": -0.92,
  "spin_multiplicity": 1,
  "symbols": ["C", "C", "O", "O", "P", "I", "H", "H", "H", "H", "H", "H"],
  "positions_angstrom": [[0.11, 1.04, 0.14], [0.68, -0.32, -0.04], [-0.28, -1.28, 0.48], [-2.84, -1.25, 0.45], [-1.58, -1.80, -0.34], [-3.97, 0.30, -0.02], [-0.79, 1.04, -0.43], [-0.34, 1.32, 1.17], [0.76, 1.87, -0.21], [1.62, -0.54, 0.49], [1.10, -0.59, -1.06], [-1.65, -2.86, 0.45]]
}

#ii
{
  "formula": "C2H6IO2P",
  "method": "ωB97M-V with the def2-TZVPD basis set",
  "smiles": "CCOPOI",
  "homo_lumo_gap_ev": [6.47, 7.39],
  "lumo_ev": [-2.54, -2.21],
  "spin_multiplicity": 1,
  "symbols": ["C", "C", "O", "O", "P", "I", "H", "H", "H", "H", "H", "H"],
  "positions_angstrom": [[-1.38, 0.51, -0.81], [-0.50, -0.73, -0.79], [0.82, -0.40, -0.40], [2.06, 0.64, 1.51], [1.46, -0.72, 1.07], [0.93, 1.93, 3.22], [-1.41, 0.96, 0.18], [-0.97, 1.24, -1.50], [-2.39, 0.25, -1.11], [-0.43, -1.17, -1.79], [-0.93, -1.48, -0.11], [2.74, -1.02, 0.53]]
}

Relative energies, unit kJ/mol: #i 0.0; #ii 24.3

#i
{
  "formula": "C6H13NO3",
  "method": "ωB97M-V with the def2-TZVPD basis set",
  "homo_lumo_gap_ev": 8.92,
  "lumo_ev": 0.59,
  "spin_multiplicity": 1,
  "symbols": ["C", "C", "C", "C", "C", "C", "N", "O", "O", "O", "H", "H", "H", "H", "H", "H", "H", "H", "H", "H", "H", "H", "H"],
  "positions_angstrom": [[-0.48, -0.28, -0.14], [0.55, 0.25, 0.73], [2.43, 0.86, -1.21], [-0.59, -1.78, -0.28], [-0.93, 0.53, -1.33], [-1.74, 0.17, 1.25], [1.10, -0.42, 1.78], [1.64, -0.18, -0.71], [-2.73, 1.00, 0.82], [-1.84, -0.36, 2.32], [-3.43, 1.05, 1.49], [0.57, 1.34, 0.83], [1.24, 0.09, 2.63], [1.10, -1.43, 1.74], [2.58, 1.66, -0.46], [2.02, 1.33, -2.11], [3.42, 0.49, -1.49], [-1.34, -2.05, -1.01], [-0.86, -2.24, 0.68], [0.37, -2.20, -0.58], [-1.96, 0.30, -1.57], [-0.32, 0.27, -2.19], [-0.81, 1.60, -1.16]]
}

#ii
{
  "formula": "C6H13NO3",
  "method": "ωB97M-V with the def2-TZVPD basis set",
  "smiles": "C[C@H]1O[C@H]1CCN.O=CO",
  "homo_lumo_gap_ev": 10.31,
  "lumo_ev": 0.68,
  "spin_multiplicity": 1,
  "symbols": ["C", "C", "O", "C", "C", "C", "N", "C", "O", "H", "H", "H", "H", "H", "H", "H", "H", "H", "H", "H", "H", "O", "H"],
  "positions_angstrom": [[-2.53, -2.29, 2.54], [-2.07, -1.70, 1.24], [-2.30, -0.31, 1.02], [-0.95, -0.76, 1.10], [-0.11, -0.24, 2.24], [0.36, 1.19, 1.97], [1.10, 1.79, 3.07], [2.90, 3.09, 2.16], [3.53, 3.05, 1.12], [-2.32, -1.64, 3.39], [-3.61, -2.48, 2.50], [-2.03, -3.26, 2.70], [-2.29, -2.31, 0.36], [-0.44, -0.75, 0.13], [-0.68, -0.27, 3.18], [0.77, -0.90, 2.35], [0.97, 1.19, 1.06], [-0.50, 1.83, 1.75], [0.49, 2.18, 3.79], [2.32, 4.00, 2.45], [1.97, 1.10, 3.49], [3.37, 2.32, 3.43], [2.52, 2.39, 4.01]]
}

#iii
{
  "formula": "C6H13NO3",
  "method": "ωB97M-V with the def2-TZVPD basis set",
  "smiles": "C[C@@H](N)C1COC1.O=CO",
  "homo_lumo_gap_ev": 9.86,
  "lumo_ev": 0.54,
  "spin_multiplicity": 1,
  "symbols": ["C", "C", "N", "C", "O", "C", "C", "O", "C", "H", "H", "H", "H", "H", "H", "H", "H", "H", "H", "H", "H", "O", "H"],
  "positions_angstrom": [[-1.56, -5.89, 0.09], [-2.15, -5.68, -1.30], [-1.34, -6.30, -2.36], [-1.15, -4.20, -4.23], [-1.55, -3.20, -3.71], [-3.59, -6.17, -1.37], [-4.64, -5.37, -0.59], [-5.42, -5.14, -1.78], [-4.43, -5.78, -2.60], [-0.54, -5.49, 0.15], [-2.16, -5.37, 0.86], [-1.53, -6.96, 0.34], [-2.15, -4.60, -1.52], [-0.34, -6.21, -2.20], [-0.09, -4.54, -4.20], [-3.62, -7.25, -1.16], [-5.21, -5.92, 0.17], [-4.27, -4.42, -0.16], [-3.93, -5.08, -3.28], [-4.85, -6.61, -3.18], [-1.68, -7.22, -2.74], [-1.93, -4.94, -5.11], [-1.39, -5.58, -5.59]]
}

#iv
{
  "formula": "C6H13NO3",
  "method": "ωB97M-V with the def2-TZVPD basis set",
  "homo_lumo_gap_ev": 9.54,
  "lumo_ev": 0.69,
  "spin_multiplicity": 1,
  "symbols": ["C", "C", "C", "C", "O", "C", "O", "N", "C", "H", "H", "H", "H", "H", "H", "H", "H", "H", "H", "H", "H", "O", "H"],
  "positions_angstrom": [[0.86, -0.27, 2.18], [0.57, 0.30, 0.80], [1.23, -0.53, -0.31], [0.74, -0.08, -1.69], [1.22, -0.97, -2.67], [-0.79, -0.02, -1.67], [-1.44, 0.72, -2.37], [-0.86, 0.33, 0.47], [-1.65, 1.37, 1.10], [0.46, -1.29, 2.28], [1.94, -0.30, 2.36], [0.41, 0.35, 2.97], [0.94, 1.33, 0.74], [2.33, -0.45, -0.27], [0.92, -1.57, -0.19], [1.08, 0.96, -1.88], [1.46, -0.48, -3.46], [-2.72, 1.15, 0.97], [-1.45, 1.46, 2.19], [-1.44, 2.34, 0.63], [-1.44, -0.82, 0.34], [-1.54, -1.45, -1.28], [-0.82, -2.10, -1.25]]
}

Relative energies, unit kJ/mol: #i 122.9; #ii 198.4; #iii 0.0; #iv 65.4

#i
{
  "formula": "C6H13NO3",
  "method": "ωB97M-V with the def2-TZVPD basis set",
  "smiles": "CC(=O)N(C)[C@@H](C)C=O.O",
  "homo_lumo_gap_ev": 10.27,
  "lumo_ev": 0.44,
  "spin_multiplicity": 1,
  "symbols": ["C", "C", "C", "O", "N", "C", "C", "C", "O", "H", "H", "H", "H", "H", "H", "H", "H", "H", "H", "H", "H", "O", "H"],
  "positions_angstrom": [[0.31, 0.69, 2.34], [-0.57, 0.63, 1.10], [-1.05, 1.99, 0.64], [-1.06, 2.98, 1.33], [0.03, -0.10, -0.01], [1.25, 0.48, -0.58], [-0.23, -1.47, -0.10], [0.67, -2.28, -0.99], [-1.09, -2.00, 0.59], [0.58, -0.33, 2.65], [1.23, 1.26, 2.15], [-0.23, 1.17, 3.16], [-1.50, 0.09, 1.35], [-1.45, 2.02, -0.40], [2.15, 0.20, -0.01], [1.37, 0.16, -1.62], [1.16, 1.57, -0.58], [1.72, -2.19, -0.68], [0.36, -3.33, -0.93], [0.60, -1.94, -2.03], [-1.24, 0.22, -1.69], [-1.82, 0.09, -2.47], [-1.19, 0.11, -3.20]]
}

#ii
{
  "formula": "C6H13NO3",
  "method": "ωB97M-V with the def2-TZVPD basis set",
  "homo_lumo_gap_ev": 9.90,
  "lumo_ev": 0.55,
  "spin_multiplicity": 1,
  "symbols": ["C", "C", "C", "C", "N", "C", "O", "C", "O", "H", "H", "H", "H", "H", "H", "H", "H", "H", "H", "H", "H", "O", "H"],
  "positions_angstrom": [[2.41, -0.27, -0.40], [1.03, -0.04, -0.99], [-0.12, -0.54, -0.10], [-0.13, -2.06, 0.06], [-0.20, 0.16, 1.19], [-1.75, 0.78, 0.75], [-2.71, 0.78, 1.49], [-1.52, 0.01, -0.56], [-1.58, 0.75, -1.73], [3.18, 0.18, -1.04], [2.51, 0.19, 0.60], [2.65, -1.34, -0.31], [0.89, 1.04, -1.16], [0.94, -0.53, -1.97], [0.77, -2.39, 0.60], [-1.00, -2.38, 0.64], [-0.15, -2.54, -0.93], [0.55, 0.07, 1.86], [-2.23, -0.83, -0.63], [-1.29, 1.66, -1.57], [-0.03, 1.76, 1.28], [-0.94, 2.61, 1.03], [-1.28, 2.95, 1.86]]
}

#iii
{
  "formula": "C6H13NO3",
  "method": "ωB97M-V with the def2-TZVPD basis set",
  "smiles": "C[C@H]1[C@@H](O)[C@H]1CC(=O)O.N",
  "homo_lumo_gap_ev": 10.29,
  "lumo_ev": 0.68,
  "spin_multiplicity": 1,
  "symbols": ["C", "C", "C", "O", "C", "C", "C", "O", "H", "H", "H", "H", "H", "H", "H", "H", "H", "O", "H", "N", "H", "H", "H"],
  "positions_angstrom": [[2.16, -1.27, 1.33], [2.06, -0.19, 0.27], [1.12, -0.33, -0.90], [0.24, -1.41, -0.95], [0.85, 0.71, 0.14], [-0.32, 0.59, 1.08], [-1.55, 1.33, 0.60], [-1.52, 2.48, 0.20], [1.23, -1.85, 1.41], [2.98, -1.96, 1.09], [2.37, -0.82, 2.31], [3.01, 0.29, 0.03], [1.46, 0.01, -1.88], [0.71, -2.20, -1.24], [1.07, 1.74, -0.16], [-0.63, -0.46, 1.21], [-0.06, 0.96, 2.08], [-2.65, 0.81, 1.16], [-3.26, 1.52, 1.40], [-2.25, 0.09, -2.06], [-1.75, 0.64, -2.75], [-3.25, 0.21, -2.20], [-2.00, -0.89, -2.15]]
}

#iv
{
  "formula": "C6H13NO3",
  "method": "ωB97M-V with the def2-TZVPD basis set",
  "smiles": "CC(C)[C@@H](O)[C@@H](O)C#N.O",
  "homo_lumo_gap_ev": 11.16,
  "lumo_ev": 0.29,
  "spin_multiplicity": 1,
  "symbols": ["C", "C", "C", "C", "O", "C", "O", "C", "N", "H", "H", "H", "H", "H", "H", "H", "H", "H", "H", "H", "O", "H", "H"],
  "positions_angstrom": [[0.05, 0.46, 1.82], [0.62, 0.99, 0.50], [1.90, 1.79, 0.74], [0.88, -0.11, -0.55], [1.78, -1.11, -0.12], [-0.44, -0.78, -1.01], [-1.41, 0.13, -1.47], [-0.20, -1.83, -2.04], [-0.27, -2.88, -2.53], [-0.21, 1.31, 2.47], [-0.84, -0.17, 1.70], [0.79, -0.14, 2.37], [-0.12, 1.67, 0.05], [1.70, 2.62, 1.43], [2.69, 1.16, 1.17], [2.28, 2.22, -0.20], [1.35, 0.35, -1.43], [1.50, -1.47, 0.73], [-0.87, -1.31, -0.15], [-1.05, 0.69, -2.16], [-3.74, -1.17, -0.51], [-3.12, -0.46, -0.75], [-3.28, -1.95, -0.05]]
}

Relative energies, unit kJ/mol: #i 0.0; #ii 314.7; #iii 56.5; #iv 87.9